Record 1
10
Properties=species:S:1:pos:R:3:forces:R:3 method="wB97M-V/def2-TZVPD" e_homo_ev=-9.13 multiplicity=1 charge=0 homo_lumo_gap_ev=7.84 e_above_lowest_kcal_mol=47.9
C -0.983 0.966 -0.297 -1.5955 1.3692 -1.6135
N -1.406 -1.200 -0.510 0.4663 2.1402 -0.9402
N -1.387 -0.266 0.311 0.3578 -2.5241 -1.1363
O 1.978 -0.469 -0.356 0.5552 -0.3974 0.1375
O 3.255 -0.092 1.690 0.2078 -0.3604 -0.1917
S 3.059 -0.872 0.502 -0.7199 0.7484 0.0569
H -1.534 1.610 0.344 -0.1849 1.5451 0.2689
H 0.057 1.178 -0.179 0.7410 -0.1586 0.1178
H -1.329 1.193 -1.395 0.7316 -1.0299 1.9065
H -1.710 -2.048 -0.110 -0.5593 -1.3325 1.3942

Record 2
10
Properties=species:S:1:pos:R:3:forces:R:3 method="wB97M-V/def2-TZVPD" e_homo_ev=-9.63 smiles="NC=O.O=NO" multiplicity=1 charge=0 homo_lumo_gap_ev=10.23 e_above_lowest_kcal_mol=18.3
N 0.867 0.460 0.195 3.2910 2.7427 -1.3978
C 0.032 -0.397 -0.343 -1.9361 -1.3632 -0.6486
O -0.520 -1.255 0.350 0.5418 0.2363 -0.2209
H 1.175 0.298 1.092 -0.1913 -1.0375 2.7536
H 1.700 0.992 -0.176 -2.0876 -0.8101 -0.9226
H -0.308 -0.286 -1.404 0.7528 0.2457 0.5773
O -3.930 0.903 0.195 -0.1423 -1.0457 -0.5164
N -2.943 0.275 0.146 0.2745 0.1825 0.1435
O -3.035 -1.076 -0.281 0.3770 1.4967 1.0822
H -2.086 -1.274 0.042 -0.8797 -0.6475 -0.8501

Record 3
10
Properties=species:S:1:pos:R:3:forces:R:3 method="wB97M-V/def2-TZVPD" e_homo_ev=-9.81 smiles="O=C(NO)NO" multiplicity=1 charge=0 homo_lumo_gap_ev=10.19 e_above_lowest_kcal_mol=42.0
O -2.072 -0.792 -0.108 2.1966 -0.2557 -0.6246
C -0.888 -0.464 -0.199 0.6006 0.3488 2.3595
N 0.274 -1.145 0.295 0.1012 0.9581 -0.8783
O 1.552 -1.112 -0.401 0.2463 2.9611 0.1649
N -0.522 0.839 -0.451 -4.0672 2.6292 -1.3333
O 0.522 1.511 0.065 2.3446 0.8311 2.5750
H 0.127 -2.094 0.528 -0.1861 -1.0621 0.0721
H 1.997 -0.135 -0.328 -2.2103 -3.2297 0.2668
H -1.301 1.561 -0.411 0.6501 -2.1418 -0.7789
H 0.310 1.832 1.010 0.3243 -1.0389 -1.8231